2 unconnected molecules or ions with the total composition C33H60F7IN5O7PS, computed with ωB97M-V/def2-TZVPD.

* ⟨S²⟩: 0.754
* highest occupied orbital energy (alpha / beta): -10.68 / -11.16 eV
* LUMO level (alpha / beta): -4.831 / -4.831 eV
* spin multiplicity: 2
* total charge: +1

```
115
C33H60F7IN5O7PS, DFT ωB97M-V/def2-TZVPD
O 0.84 3.15 1.10
H -7.56 -1.16 2.64
C -6.58 -1.75 0.78
H -0.52 -2.28 0.07
P 2.58 -0.56 -0.12
C -7.71 -1.87 1.82
C 3.19 0.79 -3.43
H 3.25 -0.81 -1.33
H -0.57 -0.91 2.75
H 0.96 -5.12 0.84
O 1.86 1.41 2.38
C 1.17 -4.06 0.92
H -9.21 1.35 -0.40
O 3.52 -0.45 1.00
H 8.13 -1.76 -0.78
C 3.64 -4.55 0.62
H 1.69 -1.63 0.06
H -2.02 2.34 0.39
H -8.70 -1.71 1.41
S 1.82 2.11 1.14
C -0.90 1.38 -1.23
C 3.17 1.68 -2.16
C -6.91 -2.60 -0.45
H -7.26 -3.58 -0.13
C -0.66 -2.27 1.15
H 2.80 -2.98 1.88
H 7.25 0.56 -1.43
H 7.14 0.87 0.31
C 5.39 -2.72 0.32
H 1.17 -3.67 -0.10
C -8.64 0.64 0.19
N -0.18 1.81 -2.49
H 0.06 -0.44 -0.83
C 1.52 1.01 -0.32
C 0.09 -3.45 1.81
H -0.62 -4.20 2.14
C 5.99 -1.69 -0.63
H 1.04 4.45 -1.76
I 1.73 -0.77 -3.77
H -4.50 -2.44 0.78
C -0.62 0.29 1.02
H 0.57 -3.06 2.70
H 3.47 2.65 -2.54
O 4.07 0.95 -4.25
H -6.00 -2.78 -1.03
H -2.76 0.55 -1.06
H -8.47 1.08 1.17
C 2.57 -3.98 1.53
H 1.24 4.15 -3.44
H -8.03 -2.56 -2.29
F 3.39 3.80 -0.12
N -6.34 -0.32 0.43
H 5.05 -2.17 1.20
C -6.77 1.69 -0.96
C -1.54 2.60 -0.55
H 9.18 0.99 1.59
C 0.92 2.48 -2.18
H -5.86 1.61 -1.54
H -0.80 2.38 -3.07
H 4.70 -4.04 -1.15
F 4.16 2.92 3.21
N 1.89 1.84 -1.48
H 6.18 -3.38 0.66
C 3.44 2.98 0.94
C -0.13 -0.95 1.76
C -7.30 0.33 -0.51
O -5.14 -0.18 -0.01
H -0.59 1.15 1.67
H -5.04 -1.75 2.32
C 9.38 1.40 0.60
C 7.61 0.25 -0.45
H -0.83 3.38 -0.30
H -1.70 -2.31 1.43
H 8.87 2.37 0.50
H -3.55 3.39 -0.86
F 3.67 5.74 3.44
C 7.38 -1.23 -0.20
N -1.96 0.47 -1.67
H -6.65 -0.57 -2.36
H -7.72 -2.87 2.25
C -7.55 -0.54 -1.74
H -2.22 0.63 -2.62
H -8.94 -1.99 -0.92
H -2.83 2.76 -2.33
O -2.18 4.58 -1.85
H -9.28 -0.23 0.30
N 1.11 3.78 -2.51
H 6.08 -2.18 -1.60
F 5.03 4.36 1.85
C 3.88 3.76 2.22
H 3.27 -5.37 0.01
H -6.58 2.34 -0.10
H 2.53 -4.61 2.42
H -1.68 0.11 0.84
H -5.59 -3.35 1.82
H 3.98 1.35 -1.53
F 2.42 5.58 1.68
H -7.51 2.19 -1.58
H -8.33 -0.08 -2.36
H 5.31 -0.86 -0.76
H 7.53 -1.42 0.86
C -5.35 -2.35 1.46
C 2.93 4.90 2.70
H 4.43 -4.97 1.24
H 3.48 -2.88 -0.72
C 4.27 -3.51 -0.31
O 9.01 0.53 -0.43
C -7.95 -1.97 -1.38
F 4.43 2.11 0.69
C 0.03 0.53 -0.35
H -1.86 5.08 -1.10
F 1.97 4.41 3.48
C -2.62 3.30 -1.41
H 10.45 1.60 0.54
H 0.94 -0.98 1.92
```

***

A molecular structure, C11H35O12Pd, computed with ωB97M-V/def2-TZVPD.

* ⟨S²⟩: 2.006
* highest occupied orbital energy (alpha / beta): -11.95 / -11.95 eV
* LUMO level (alpha / beta): -4.584 / -6.846 eV
* spin multiplicity: 3
* total charge: +1

```
59
C11H35O12Pd, DFT ωB97M-V/def2-TZVPD
H -2.07 7.82 -9.13
H -1.70 5.65 -4.22
C -4.93 4.37 -5.15
H -0.85 2.34 -1.90
H -2.57 5.01 -5.91
H -0.18 3.16 -6.29
H -1.53 6.83 -0.35
O -2.37 9.33 -4.57
H -0.28 5.32 -5.46
H -0.29 8.67 -7.70
H 1.69 3.74 -7.74
H -3.79 5.64 -4.26
H 0.66 5.71 -1.06
H -3.81 9.61 -6.78
H -5.22 5.13 -5.88
H -2.40 1.05 -2.64
O 0.84 6.15 -8.66
H -0.78 6.57 -7.51
O -1.70 6.30 -4.94
H 2.28 2.38 -6.79
C -3.77 3.43 -5.74
H -3.86 8.04 -4.13
H -5.81 3.76 -4.95
O -0.42 8.85 -8.63
H 0.02 1.90 -3.35
C -4.13 8.74 -6.19
O -1.80 7.58 -2.22
O -2.00 1.39 -3.44
H -1.17 5.63 -8.96
H -5.22 8.74 -6.26
C 0.71 3.62 -5.86
H 1.30 6.22 -3.27
C 0.20 6.52 -1.63
C -0.96 2.23 -2.98
H -1.03 3.23 -3.44
C -0.99 7.70 -9.29
C -3.78 8.94 -4.72
H -1.79 5.63 -1.68
H 3.81 3.65 -6.40
Pd -0.55 7.90 -4.18
H -3.32 2.83 -4.95
H 0.91 3.12 -4.90
O 0.37 6.33 -3.04
O -2.87 4.26 -6.44
O -4.48 5.05 -3.97
H 0.68 7.47 -1.35
H -4.23 2.70 -6.40
H -2.27 10.19 -5.01
H -0.77 7.70 -10.35
C 1.94 3.41 -6.73
H -4.35 9.77 -4.30
H -2.96 7.17 -6.12
H -2.74 7.66 -2.04
O -3.58 7.57 -6.74
C -0.54 6.44 -8.58
C -1.28 6.55 -1.37
O 0.62 5.02 -5.64
H 1.29 6.69 -8.01
O 3.04 4.21 -6.24
```

***

A molecular structure, C21H14IN2O5Pb, computed with ωB97M-V/def2-TZVPD.

* highest occupied orbital energy: -11.09 eV
* energy relative to the best compared isomer or geometry (same formula, charge and spin): 0.0 kJ/mol
* LUMO level: -3.983 eV
* total charge: +1

```
44
C21H14IN2O5Pb, DFT ωB97M-V/def2-TZVPD
H -1.24 -3.23 -2.65
O 0.61 -0.77 -1.67
O -1.55 0.33 -0.36
C 1.84 5.15 3.69
O -0.78 1.12 2.29
H 3.57 -4.99 -1.43
C 3.53 -2.87 -1.09
H -5.18 1.74 -4.57
C 0.92 -3.00 -1.93
H 1.22 -5.13 -2.19
C 0.91 2.79 2.61
C 0.11 3.51 3.49
H -3.30 0.30 -3.88
Pb -0.44 -0.81 1.19
C -3.71 1.03 -3.20
H -0.88 3.14 3.74
C 0.41 1.54 2.03
C -3.14 1.14 -1.92
N -0.58 -1.36 -2.11
C 2.65 4.43 2.82
O -3.19 2.31 0.22
N -1.59 -0.58 -2.49
H -0.04 5.26 4.72
H -2.44 1.72 0.40
H 3.63 4.80 2.56
C 2.82 -1.68 -1.12
C -3.66 2.10 -1.02
O 1.13 0.83 1.25
H 3.25 -0.73 -0.85
C 2.18 3.25 2.28
H -6.08 3.41 -2.97
H 4.56 -2.85 -0.78
C -4.75 1.83 -3.58
H -5.10 3.63 -0.72
I 2.54 6.93 4.51
C 1.51 -1.80 -1.56
C -5.26 2.77 -2.68
C 1.66 -4.19 -1.89
C -4.72 2.90 -1.42
C 2.96 -4.10 -1.47
H 2.79 2.68 1.59
C -2.04 0.26 -1.55
C -0.42 -2.65 -2.28
C 0.57 4.69 4.04
```

***

A molecular structure, C25H29F3IrN5O5SSe2, computed with ωB97M-V/def2-TZVPD.

* ⟨S²⟩: 0.756
* highest occupied orbital energy (alpha / beta): -10.74 / -10.89 eV
* energy relative to the best compared isomer or geometry (same formula, charge and spin): 199.9 kJ/mol
* LUMO level (alpha / beta): -3.874 / -4.263 eV
* spin multiplicity: 2
* total charge: +1

```
71
C25H29F3IrN5O5SSe2, DFT ωB97M-V/def2-TZVPD
C 0.49 2.06 -3.96
C 1.41 3.53 1.73
C -1.08 0.11 2.97
N -2.58 0.00 -0.33
O 2.41 0.31 4.20
C 0.40 0.50 5.23
Ir 0.37 0.09 -0.08
H 1.00 4.59 4.27
H 2.60 -2.42 -3.01
H -4.71 0.64 -1.56
C 0.31 -0.04 2.87
N -1.40 2.96 -0.65
C -5.22 0.33 -3.62
C 2.40 4.16 2.66
F -0.56 2.75 -3.48
H -5.45 -0.09 -5.71
H 2.56 5.20 2.37
N -1.54 0.00 0.59
C -3.48 -0.57 -5.02
C 3.24 -1.98 0.50
C -4.37 0.31 -2.53
C 2.08 -2.53 -2.06
H -3.13 -0.91 -5.98
C 1.02 1.02 -2.94
C -3.07 -0.15 -2.69
H 1.45 -4.12 0.38
C -2.62 -0.58 -3.93
H -2.81 0.42 4.20
H 2.68 4.52 4.77
N 1.29 2.27 1.56
H 1.01 0.67 6.10
H 3.35 3.63 2.53
F 1.44 2.93 -4.27
H 1.81 3.03 4.41
Se 2.57 -0.96 -1.00
H -2.99 0.06 1.95
H -1.66 3.79 -1.15
C 1.94 4.07 4.12
C 3.35 -0.13 3.24
H 0.43 -3.69 -2.77
C 1.07 0.23 4.04
O 0.88 -0.47 1.72
C -0.35 3.01 0.18
H 4.32 0.19 3.63
H 0.17 -1.94 -2.89
C 0.38 -4.23 0.22
N 0.26 1.95 0.70
H 0.18 -5.10 -0.41
C -4.78 -0.11 -4.86
H 3.18 0.32 2.26
Se -0.40 -2.67 -0.62
H 2.51 -3.36 -1.50
H -1.47 0.73 6.27
H 3.89 -2.75 0.11
O 1.49 -0.01 -3.37
O -0.86 -0.26 -1.79
H 2.42 -2.40 1.08
H -6.24 0.69 -3.51
H -1.60 -0.92 -4.04
S 0.28 4.48 0.80
H -1.56 2.09 -1.14
C -2.13 -0.15 -1.54
H 3.82 -1.29 1.10
C -1.92 0.04 1.81
C -1.73 0.36 4.18
H 3.33 -1.21 3.17
O 0.96 1.43 -1.70
F 0.09 1.45 -5.07
C 0.60 -2.73 -2.28
H -0.12 -4.36 1.18
C -0.99 0.54 5.32
```

***

Number 1: E -3829.76734 Ha. Number 2: E -1470.40863 Ha. Number 3: E -1784.68242 Ha. Number 4: E -7224.75896 Ha.